Computed, not measured: 2 unconnected molecules or ions with the total composition C6H11NO at a distorted geometry, with the ωB97M-V functional and the def2-TZVPD basis.

Computed properties:
HOMO level: -6.81 eV
ΔE to the lowest compared entry with this formula, charge and spin: 1018.0 kJ/mol
M: 113.2 g/mol

```
! wB97M-V def2-TZVPD RIJCOSX def2/J DEFGRID3
* xyz 0 1
O -0.283 -3.287 -0.460
C -0.090 1.548 -1.739
N -1.087 1.823 -2.484
C -0.367 0.581 -0.438
C 0.701 0.410 0.508
C 0.427 0.606 1.873
C 1.236 0.420 2.933
C -0.772 -0.746 -1.079
H -0.690 0.816 -2.857
H 0.630 2.363 -1.518
H -1.180 1.140 0.020
H -0.116 -4.238 -0.382
H 1.743 0.397 0.198
H -0.585 0.933 2.108
H 2.245 0.029 2.857
H 0.846 0.723 3.896
H 0.056 -1.351 -1.455
H -1.652 -0.756 -1.717
H -1.062 -1.412 -0.264
*
```

Results of the Mulliken charge analysis, in e, for atoms 1 through 2: atom 1 (O): -0.8574, atom 2 (C): -0.2368